*A*
Entry from the OMol25 dataset: one molecule with the formula C3H3NO3 (ωB97M-V/def2-TZVPD).

As for the spin multiplicity: 1. The HOMO energy is -10.12 eV. As for the HOMO-LUMO gap: 9.47 eV. As for the SMILES: C=CC(=O)[N+](=O)[O-].

Each line ends with the Mulliken charge.
Positions of all 10 atoms, in Å:
C  0.10894  0.09953  -0.53931  -0.634
C  -0.49120  0.24683  0.68674  -0.234
C  -1.95776  0.24137  0.71772  0.448
O  -2.77443  -0.43513  0.25248  -0.326
N  -2.71352  1.37257  1.76182  0.843
O  -3.91476  1.44957  1.61774  -0.511
O  -1.90480  1.88006  2.49720  -0.537
H  -0.58971  -0.05972  -1.25641  0.303
H  1.21240  -0.00378  -0.71544  0.254
H  0.05978  0.40000  1.54960  0.396

---

*B*
Entry from the OMol25 dataset: one molecule with the formula C3H3NO3 (ωB97M-V/def2-TZVPD).

As for the spin multiplicity: 1. The HOMO energy (spin up / spin down) is -9.00 / -9.00 eV. As for the HOMO-LUMO gap (spin up / spin down): 8.41 / 8.41 eV.

Each line ends with the Mulliken charge.
Positions of all 10 atoms, in Å:
N  0.01401  -0.70753  1.39794  -0.710
C  0.44528  -0.27405  0.28342  0.988
O  -0.17736  -0.17008  -0.95643  -0.249
C  -1.50353  0.08379  -1.02903  0.161
O  -2.27017  0.19183  -0.11498  -0.474
C  1.74079  0.75459  0.30076  -0.419
O  1.87380  -0.49896  -0.00086  -0.226
H  -0.99959  -0.73936  1.42477  0.309
H  -1.76107  0.16923  -2.09242  0.350
H  2.63784  1.19052  0.78683  0.269

---

*C*
Entry from the OMol25 dataset: one molecule with the formula C3H3NO3 (ωB97M-V/def2-TZVPD).

As for the spin multiplicity: 1. The HOMO energy is -8.93 eV. As for the HOMO-LUMO gap: 9.72 eV. As for the SMILES: O=COc1co[nH]1.

Each line ends with the Mulliken charge.
Positions of all 10 atoms, in Å:
O  0.55230  2.11912  0.03933  -0.453
C  -0.17218  1.73319  -0.83179  0.158
O  -0.71880  0.49668  -0.88639  -0.322
C  -0.25976  -0.37810  0.04058  0.274
C  0.53516  -0.48153  1.10347  -0.065
O  0.42966  -1.88410  1.10296  -0.289
N  -0.55120  -1.75802  0.03347  -0.291
H  -0.49831  2.30257  -1.70806  0.350
H  0.93486  0.11290  1.90916  0.373
H  -0.25173  -2.26272  -0.80274  0.265

---

Least stable = *B*

---

*A*
Entry from the OMol25 dataset: a 2-piece molecular cluster, C4H10 overall (ωB97M-V/def2-TZVPD).

As for the spin multiplicity: 1. The HOMO energy is -9.57 eV. As for the HOMO-LUMO gap: 10.85 eV. As for the SMILES: C=CC.C.

Each line ends with the Mulliken charge.
Positions of all 14 atoms, in Å:
C  1.06540  -3.67854  -1.60803  -0.655
C  -0.23135  -3.93674  -1.50973  -0.027
C  -1.34083  -2.96275  -1.03571  -0.880
H  1.81213  -4.12298  -2.25720  0.275
H  1.29216  -2.70522  -1.12945  0.187
H  -0.54112  -4.88401  -1.95444  0.273
H  -1.91124  -3.64124  -0.41771  0.247
H  -1.92044  -2.71132  -1.92276  0.246
H  -0.99626  -2.07486  -0.53713  0.334
C  0.54637  6.15765  2.42552  -0.927
H  1.60794  6.23501  2.17895  0.238
H  -0.21189  6.83840  2.05962  0.230
H  0.13821  5.17433  2.19728  0.226
H  0.69092  6.31226  3.51079  0.233

---

*B*
Entry from the OMol25 dataset: a 2-piece molecular cluster, C4H10 overall (ωB97M-V/def2-TZVPD).

As for the spin multiplicity: 1. The HOMO energy is -9.56 eV. As for the HOMO-LUMO gap: 10.70 eV. As for the SMILES: C=CC.C.

Each line ends with the Mulliken charge.
Positions of all 14 atoms, in Å:
C  1.26096  0.61537  1.18592  -0.812
C  0.94908  -0.40246  0.37332  -0.110
C  1.27828  -0.40347  -1.08472  -0.931
H  0.90880  0.51348  2.21228  0.284
H  1.96206  1.39513  0.92297  0.282
H  0.25916  -1.15860  0.72472  0.460
H  0.37099  -0.11800  -1.61998  0.201
H  2.18927  0.17574  -1.27722  0.331
H  1.62250  -1.38341  -1.44457  0.289
C  -2.10459  0.16865  0.08934  -0.988
H  -3.17309  -0.10342  0.14151  0.332
H  -2.27800  0.77356  -0.81253  0.283
H  -1.71143  -0.79850  -0.22393  0.168
H  -1.53398  0.72593  0.81288  0.212

---

*C*
Entry from the OMol25 dataset: a 2-piece molecular cluster, C4H10 overall (ωB97M-V/def2-TZVPD).

As for the spin multiplicity: 1. The HOMO energy is -10.03 eV. As for the HOMO-LUMO gap: 11.32 eV. As for the SMILES: C=C.CC.

Each line ends with the Mulliken charge.
Positions of all 14 atoms, in Å:
C  0.52519  -5.98030  -2.96825  -0.530
C  -0.72381  -5.96358  -3.52281  -0.345
H  0.62579  -6.48355  -1.94136  0.136
H  1.42458  -5.66278  -3.24538  0.335
H  -1.50980  -6.59228  -2.87392  0.178
H  -0.94685  -5.38806  -4.48770  0.225
C  -0.33069  4.26688  2.93714  -0.887
C  0.58381  4.77411  1.84456  -0.673
H  -0.51547  5.08781  3.64769  0.246
H  -0.14859  3.34441  3.46548  0.327
H  -1.32683  3.88122  2.61679  0.278
H  1.65649  4.97916  2.17360  0.242
H  0.54000  4.03853  1.01596  0.238
H  0.14618  5.69842  1.33821  0.229

---

Least stable = *C*

---

*A*
Entry from the OMol25 dataset: a 5-piece molecular cluster, C2H15NO4 overall (ωB97M-V/def2-TZVPD).

As for the spin multiplicity: 1. The HOMO energy is -9.84 eV. As for the HOMO-LUMO gap: 10.60 eV. As for the SMILES: CNC.O.O.O.O.

Each line ends with the Mulliken charge.
Positions of all 22 atoms, in Å:
C  2.60447  0.27690  2.12035  -0.790
N  3.32791  0.45414  0.82649  -0.446
C  3.90757  -0.79508  0.36602  -1.018
H  1.55436  0.15677  1.88173  0.221
H  2.96035  -0.57346  2.70117  0.309
H  2.68432  1.20493  2.66298  0.332
H  4.11246  1.05688  1.03088  0.262
H  4.24353  -0.70679  -0.66843  0.323
H  3.23180  -1.65259  0.34665  0.357
H  4.70528  -1.21684  0.99550  0.395
O  1.14395  0.90128  -0.98399  -0.739
H  1.67003  1.44935  -1.57554  0.284
H  1.83261  0.65566  -0.32500  0.508
O  -7.03232  -1.48194  -0.84297  -0.631
H  -6.40688  -2.08585  -0.44230  0.310
H  -6.72566  -0.59786  -0.64444  0.311
O  -5.18860  -0.09845  -3.18464  -0.611
H  -5.95673  -0.00364  -3.76186  0.317
H  -4.49984  0.25071  -3.76529  0.305
O  -0.77716  1.28511  1.27835  -0.651
H  -1.20228  0.43745  1.44863  0.314
H  -0.18916  1.08332  0.53571  0.340

---

*B*
Entry from the OMol25 dataset: a 5-piece molecular cluster, C2H15NO4 overall (ωB97M-V/def2-TZVPD).

As for the spin multiplicity: 1. The HOMO energy is -9.11 eV. As for the HOMO-LUMO gap: 9.88 eV. As for the SMILES: CCN.O.O.O.O.

Each line ends with the Mulliken charge.
Positions of all 22 atoms, in Å:
C  0.79249  1.95023  0.01408  -0.914
C  -0.52526  1.44414  -0.57854  -0.362
N  -0.88474  0.14309  0.01132  -0.425
H  0.61301  2.25853  1.04377  0.284
H  1.16558  2.72899  -0.64071  0.354
H  1.48927  1.12381  0.10305  0.226
H  -0.43618  1.33260  -1.66504  0.267
H  -1.33042  2.17834  -0.46081  0.343
H  -1.86739  -0.07403  -0.06025  0.186
H  -0.55370  -0.22741  0.88053  0.118
O  -3.15043  -1.18712  -2.17818  -0.624
H  -3.90857  -1.53345  -2.62531  0.295
H  -2.65871  -1.81124  -1.65055  0.322
O  2.48064  -1.13091  1.19482  -0.622
H  2.13868  -1.43978  0.31750  0.353
H  3.42831  -1.26780  1.00684  0.304
O  -0.07354  -0.20241  3.06405  -0.656
H  0.75207  -0.34122  2.59383  0.297
H  0.09733  -0.32660  3.99320  0.290
O  0.90643  -1.52190  -1.21592  -0.773
H  1.32773  -1.28020  -2.05063  0.344
H  0.19744  -0.81565  -1.09705  0.392

---

Least stable = *A*

---

*A*
Entry from the OMol25 dataset: one molecule with the formula C3H5FOS (ωB97M-V/def2-TZVPD).

As for the spin multiplicity: 1. The HOMO energy is -9.14 eV. As for the HOMO-LUMO gap: 9.35 eV. As for the SMILES: COC(=S)CF.

Each line ends with the Mulliken charge.
Positions of all 11 atoms, in Å:
C  -0.30764  0.50933  1.74980  -0.799
O  -0.36861  -0.32041  0.57494  -0.275
C  0.33429  0.14376  -0.45993  0.359
S  1.19025  1.52969  -0.54419  -0.266
C  0.08907  -0.71592  -1.68774  -0.197
F  -0.02070  -2.03311  -1.25884  -0.278
H  0.70557  0.64395  2.02888  0.408
H  -0.72264  -0.10046  2.54992  0.246
H  -0.86471  1.43638  1.59923  0.333
H  -0.90899  -0.48101  -2.11478  0.186
H  0.87410  -0.61221  -2.43729  0.282

---

*B*
Entry from the OMol25 dataset: one molecule with the formula C3H5FOS (ωB97M-V/def2-TZVPD).

As for the spin multiplicity: 1. The HOMO energy is -9.30 eV. As for the HOMO-LUMO gap: 9.73 eV. As for the SMILES: O=C(CF)CS.

Each line ends with the Mulliken charge.
Positions of all 11 atoms, in Å:
O  1.38642  0.15117  -1.68966  -0.542
C  0.85866  0.11865  -0.58321  0.409
C  1.13203  -1.05385  0.47564  -0.210
F  0.15300  -1.11526  1.50851  -0.302
C  0.01245  1.05475  0.12603  -0.388
S  -1.65856  0.54887  -0.18066  -0.240
H  2.20375  -0.98286  1.01986  0.267
H  0.91212  -1.92913  -0.32625  0.237
H  0.46710  2.23494  0.08399  0.333
H  0.04594  0.70429  1.31371  0.241
H  -1.57912  -0.69844  0.62917  0.194

---

*C*
Entry from the OMol25 dataset: one molecule with the formula C3H5FOS (ωB97M-V/def2-TZVPD).

As for the spin multiplicity: 1. The HOMO energy is -9.99 eV. As for the HOMO-LUMO gap: 10.70 eV. As for the SMILES: O=C(S)CCF.

Each line ends with the Mulliken charge.
Positions of all 11 atoms, in Å:
O  -2.37327  0.75275  0.02978  -0.500
C  -1.41156  0.04277  -0.00195  0.411
S  -1.52376  -1.67446  -0.01580  -0.192
C  -0.04439  0.69932  -0.34766  -0.353
C  1.17122  0.09283  0.34998  -0.355
F  1.59211  -1.11122  -0.23530  -0.291
H  -0.22935  -1.98972  -0.06876  0.161
H  -0.13806  1.72395  0.08813  0.260
H  -0.02462  0.79507  -1.46535  0.285
H  1.00113  -0.11615  1.42756  0.290
H  1.98054  0.78484  0.23937  0.284

---

Least stable = *B*

---

*A*
Entry from the OMol25 dataset: C6H11NS as an isolated structure (ωB97M-V/def2-TZVPD).

As for the spin multiplicity: 1. The HOMO energy is -7.74 eV. As for the HOMO-LUMO gap: 8.40 eV.

Each line ends with the Mulliken charge.
Positions of all 19 atoms, in Å:
C  1.72513  -1.18219  -1.14489  -1.280
C  0.81841  -0.33240  -0.18684  -0.020
C  -0.24430  -1.17796  0.46791  0.189
C  -0.64448  -1.03684  1.88230  -1.343
C  -1.15627  1.04777  -0.41447  0.206
C  -0.50775  2.34891  -0.70395  -0.775
H  0.89247  -1.57909  -1.89359  0.280
H  2.14631  -2.10090  -0.65785  0.308
H  2.39999  -0.37220  -1.58911  0.354
H  1.33999  0.31242  0.54220  0.423
H  -0.13100  -2.04722  -0.26596  0.298
H  -1.59873  -1.17414  2.11053  0.400
H  -0.12136  -1.70730  2.65310  0.282
H  -0.30783  -0.05415  1.98019  0.348
H  -0.20471  2.29145  -1.91934  0.216
H  0.41895  2.33495  -0.00902  0.203
H  -1.55584  3.23107  -0.41734  0.310
N  -0.50117  -0.01761  -0.49759  -0.042
S  -2.76780  1.21541  0.06373  -0.356

---

*B*
Entry from the OMol25 dataset: one molecule with the formula C6H11NS (ωB97M-V/def2-TZVPD).

As for the spin multiplicity: 1. The HOMO energy is -8.65 eV. As for the HOMO-LUMO gap: 8.27 eV. As for the SMILES: CC(C)N1CC(=S)C1.

Each line ends with the Mulliken charge.
Positions of all 19 atoms, in Å:
C  -1.12213  1.26611  -0.70448  -1.580
C  -0.80653  0.44046  0.48101  -0.139
C  -0.00991  1.23408  1.57196  -0.863
N  -0.08577  -0.84379  0.50653  -0.173
C  -0.14117  -1.68190  -0.75374  -0.171
C  1.26392  -1.84861  -0.73533  -0.117
S  2.18332  -2.79460  -1.71408  -0.283
C  1.38543  -0.49378  0.08352  -0.402
H  -0.23199  1.79905  -0.82522  0.414
H  -1.96552  1.86102  -0.51564  0.418
H  -1.36051  0.72210  -1.62708  0.357
H  -1.66464  0.15622  0.89170  0.695
H  -0.46659  0.46965  2.32014  0.292
H  -0.51122  2.21159  1.74062  0.336
H  1.21790  1.31973  1.49362  0.205
H  -0.49681  -1.15563  -1.75556  0.134
H  -0.93770  -2.59555  -0.67645  0.270
H  2.07544  -0.37825  0.93165  0.384
H  1.67447  0.31210  -0.71317  0.224

---

*C*
Entry from the OMol25 dataset: one molecule with the formula C6H11NS (ωB97M-V/def2-TZVPD).

As for the spin multiplicity: 1. The HOMO energy is -8.50 eV. As for the HOMO-LUMO gap: 9.40 eV. As for the SMILES: N[C@@H]1[C@H]2CC[C@@H](S)[C@H]12.

Each line ends with the Mulliken charge.
Positions of all 19 atoms, in Å:
N  2.74840  -1.26070  0.29047  -0.595
C  1.90946  -0.42945  -0.48852  0.146
C  1.28555  0.78958  0.15229  -0.154
C  0.36434  1.87215  -0.23556  -0.834
C  -1.03280  1.43982  0.26104  -0.784
C  -0.75742  -0.10483  0.55847  -0.007
S  -2.32886  -0.88134  -0.09044  -0.303
C  0.43826  -0.34141  -0.41037  -0.562
H  2.13362  -1.46720  1.05096  0.260
H  3.70641  -0.95699  0.47968  0.248
H  2.03398  -0.38602  -1.57536  0.290
H  1.36289  0.65317  1.28015  0.228
H  0.64840  2.97677  0.14770  0.308
H  0.55801  2.02104  -1.31874  0.264
H  -1.36557  1.85338  1.21194  0.337
H  -1.83641  1.42400  -0.55728  0.384
H  -0.65334  -0.36746  1.61028  0.434
H  -1.78173  -2.19791  -0.52621  0.135
H  -0.02760  0.01834  -1.41339  0.206

---

Least stable = *A*

---

*A*
Entry from the OMol25 dataset: a 2-piece molecular cluster, CH2ClNOS overall (ωB97M-V/def2-TZVPD).

As for the spin multiplicity: 1. The HOMO energy (spin up / spin down) is -8.99 / -10.70 eV. As for the HOMO-LUMO gap (spin up / spin down): 6.21 / 9.61 eV.

Each line ends with the Mulliken charge.
Positions of all 7 atoms, in Å:
C  0.15948  -0.22397  0.40175  -0.516
N  1.46094  0.27859  -1.89690  -0.371
O  3.56885  -0.75923  -2.57795  -0.468
S  2.29206  -0.96006  -1.90608  0.553
Cl  1.27220  -1.16767  1.12269  -0.064
H  -0.79728  -0.66268  0.58562  0.278
H  0.60831  0.23802  -0.56946  0.587

---

*B*
Entry from the OMol25 dataset: one molecule with the formula CH2ClNOS (ωB97M-V/def2-TZVPD).

As for the spin multiplicity: 1. The HOMO energy is -10.25 eV. As for the HOMO-LUMO gap: 8.95 eV.

Each line ends with the Mulliken charge.
Positions of all 7 atoms, in Å:
C  0.75295  -0.14019  0.43402  -0.132
N  -2.29120  -0.32936  -0.94794  -0.172
O  0.33228  0.42025  -0.73696  -0.461
S  -1.36265  0.54120  -1.55659  0.489
Cl  0.60653  1.17718  1.62486  -0.196
H  1.78780  -0.60389  0.35760  0.242
H  0.17429  -1.06519  0.82501  0.230

---

Least stable = *A*